Density functional theory data (ωB97M-V with the def2-TZVPD basis set) for a 11-piece molecular cluster, C51H132N8O19 overall at a distorted geometry.

CARTESIAN COORDINATES (ANGSTROEM)
C  -5.510  4.069  -3.608
O  -6.621  4.180  -2.677
C  -7.885  4.473  -3.396
C  -9.147  4.326  -2.527
N  -9.165  5.329  -1.475
C  -9.910  4.962  -0.295
C  -9.207  3.822  0.430
O  -7.906  4.168  0.807
C  -7.370  3.193  1.735
H  -4.575  3.926  -3.065
H  -5.276  4.834  -4.348
H  -5.622  3.112  -4.118
H  -7.955  3.798  -4.249
H  -7.675  5.480  -3.755
H  -9.294  3.295  -2.207
H  -9.962  4.538  -3.219
H  -8.206  5.576  -1.275
H  -10.949  4.670  -0.445
H  -9.950  5.863  0.317
H  -9.140  2.880  -0.115
H  -9.718  3.619  1.371
H  -7.376  2.161  1.384
H  -7.566  3.346  2.796
H  -6.312  3.447  1.673
C  -8.352  0.417  -2.465
O  -9.296  -0.614  -2.273
C  -8.997  -1.433  -1.138
C  -10.099  -2.561  -1.194
N  -9.726  -3.481  -0.165
C  -10.434  -4.771  -0.289
C  -9.992  -5.695  0.815
O  -8.689  -6.254  0.552
C  -8.275  -7.227  1.456
H  -8.026  0.863  -1.525
H  -8.750  1.170  -3.146
H  -7.420  0.027  -2.874
H  -9.102  -0.963  -0.160
H  -8.047  -1.950  -1.274
H  -10.169  -3.067  -2.157
H  -11.007  -2.066  -0.850
H  -8.728  -3.619  -0.089
H  -10.070  -5.259  -1.193
H  -11.518  -4.661  -0.289
H  -10.736  -6.488  0.883
H  -9.912  -5.289  1.824
H  -7.279  -7.647  1.314
H  -8.906  -8.116  1.461
H  -8.289  -6.829  2.471
C  0.707  1.949  -5.283
O  0.261  0.898  -4.397
C  -1.177  0.542  -4.650
C  -1.655  -0.073  -3.304
N  -2.904  -0.769  -3.483
C  -3.219  -1.550  -2.271
C  -3.455  -0.545  -1.085
O  -4.412  0.381  -1.599
C  -4.783  1.396  -0.662
H  0.898  1.406  -6.209
H  1.646  2.415  -4.987
H  0.009  2.740  -5.555
H  -1.260  -0.151  -5.487
H  -1.817  1.402  -4.850
H  -1.752  0.777  -2.627
H  -0.922  -0.782  -2.919
H  -3.619  -0.062  -3.387
H  -2.407  -2.241  -2.040
H  -4.062  -2.233  -2.368
H  -2.559  -0.104  -0.649
H  -3.999  -1.136  -0.349
H  -3.971  2.080  -0.415
H  -5.184  0.941  0.243
H  -5.493  2.109  -1.081
C  -6.876  -6.314  -3.487
O  -6.644  -5.860  -2.112
C  -6.341  -4.383  -2.076
C  -5.655  -4.034  -0.763
N  -6.612  -4.016  0.302
C  -5.959  -3.930  1.612
C  -7.119  -3.874  2.629
O  -6.667  -4.002  3.982
C  -7.754  -4.023  4.860
H  -7.374  -7.283  -3.493
H  -5.934  -6.403  -4.028
H  -7.414  -5.557  -4.058
H  -7.236  -3.766  -2.150
H  -5.645  -4.037  -2.841
H  -5.279  -3.013  -0.820
H  -4.865  -4.745  -0.520
H  -6.892  -4.980  0.190
H  -5.373  -3.031  1.803
H  -5.353  -4.803  1.855
H  -7.822  -4.680  2.417
H  -7.630  -2.947  2.368
H  -7.378  -3.796  5.857
H  -8.259  -4.987  4.802
H  -8.559  -3.304  4.707
C  -3.054  -7.368  -1.826
O  -3.267  -8.198  -0.643
C  -4.182  -7.762  0.247
C  -4.235  -8.594  1.553
N  -4.995  -9.881  1.452
C  -4.904  -10.650  0.190
C  -3.499  -11.369  0.150
O  -3.072  -11.983  1.391
C  -1.644  -11.910  1.673
H  -2.344  -7.807  -2.526
H  -2.638  -6.444  -1.423
H  -4.017  -7.094  -2.258
H  -5.195  -7.817  -0.151
H  -3.880  -6.773  0.592
H  -4.702  -8.007  2.343
H  -3.226  -8.892  1.835
H  -4.500  -10.530  2.048
H  -5.165  -10.236  -0.784
H  -5.644  -11.437  0.339
H  -2.791  -10.560  -0.031
H  -3.529  -12.159  -0.600
H  -1.216  -12.553  0.903
H  -1.536  -12.282  2.692
H  -1.136  -10.959  1.518
C  -8.384  -9.343  4.986
O  -9.224  -9.454  3.912
C  -9.493  -10.788  3.515
C  -10.172  -11.735  4.536
N  -10.810  -12.916  3.981
C  -9.883  -13.888  3.354
C  -10.657  -15.140  2.944
O  -11.023  -15.869  4.181
C  -11.660  -17.072  3.897
H  -8.834  -9.619  5.940
H  -8.062  -8.315  5.149
H  -7.481  -9.951  4.926
H  -8.594  -11.283  3.148
H  -10.161  -10.562  2.683
H  -10.921  -11.150  5.071
H  -9.538  -12.099  5.344
H  -11.457  -13.317  4.644
H  -8.977  -14.102  3.919
H  -9.590  -13.350  2.452
H  -10.040  -15.776  2.311
H  -11.613  -14.895  2.481
H  -11.898  -17.722  4.739
H  -10.987  -17.579  3.205
H  -12.597  -16.857  3.384
C  -11.292  -11.275  -3.723
O  -10.180  -10.656  -3.134
C  -10.286  -10.135  -1.794
C  -9.157  -10.846  -1.023
N  -9.555  -12.299  -0.882
C  -8.408  -13.081  -0.472
C  -7.497  -13.375  -1.681
O  -8.225  -14.021  -2.756
C  -7.396  -14.823  -3.552
H  -11.009  -11.454  -4.760
H  -12.080  -10.524  -3.670
H  -11.792  -12.157  -3.323
H  -11.295  -10.380  -1.461
H  -10.354  -9.047  -1.794
H  -8.995  -10.244  -0.129
H  -8.203  -10.814  -1.550
H  -10.011  -12.707  -1.686
H  -8.830  -13.995  -0.054
H  -7.838  -12.681  0.367
H  -6.703  -14.049  -1.361
H  -6.941  -12.474  -1.938
H  -8.045  -15.073  -4.391
H  -7.032  -15.682  -2.989
H  -6.513  -14.310  -3.932
C  -12.345  -5.979  -3.238
O  -12.210  -5.006  -4.223
C  -12.689  -3.712  -3.906
C  -12.276  -2.743  -5.015
N  -12.854  -2.983  -6.346
C  -14.279  -2.959  -6.392
C  -14.527  -2.982  -7.872
O  -14.236  -4.261  -8.525
C  -14.530  -4.362  -9.963
H  -13.343  -6.231  -2.877
H  -11.707  -5.757  -2.382
H  -11.964  -6.846  -3.777
H  -12.147  -3.412  -3.009
H  -13.763  -3.700  -3.722
H  -11.189  -2.665  -5.057
H  -12.687  -1.776  -4.727
H  -12.723  -3.955  -6.584
H  -14.870  -2.112  -6.044
H  -14.662  -3.820  -5.845
H  -14.094  -2.122  -8.383
H  -15.605  -2.914  -8.021
H  -14.425  -3.503  -10.626
H  -15.473  -4.886  -10.120
H  -13.954  -5.127  -10.482
C  -12.274  0.453  -1.694
O  -11.697  0.008  -2.967
H  -11.457  0.809  -1.066
H  -12.991  1.266  -1.807
H  -12.736  -0.361  -1.136
H  -10.755  0.021  -2.783
C  -11.672  -7.234  3.670
O  -10.300  -6.877  3.967
H  -12.324  -6.364  3.588
H  -11.616  -7.761  2.717
H  -12.134  -7.871  4.424
H  -9.759  -7.663  4.076
C  -11.239  -3.199  3.348
O  -10.216  -2.376  2.717
H  -11.720  -2.541  4.072
H  -12.122  -3.432  2.753
H  -10.732  -4.073  3.757
H  -10.074  -2.599  1.794

## Properties
HOMO-LUMO gap (alpha / beta) ... 6.698 / 1.468 eV
Highest occupied orbital energy (alpha / beta) ... -9.5 / -9.5 eV
DFT total energy ... -105824.74367 eV
Spin multiplicity ... 2
Total charge ... +1

Atom charges from the Mulliken analysis, given in e for atoms 1 to 99: atom 1 (C): -0.95, atom 2 (O): -0.21, atom 3 (C): -0.88, atom 4 (C): 0.15, atom 5 (N): -0.38, atom 6 (C): -0.94, atom 7 (C): 0.27, atom 8 (O): -0.39, atom 9 (C): -0.74, atom 10 (H): 0.26, atom 11 (H): 0.39, atom 12 (H): 0.36, atom 13 (H): 0.48, atom 14 (H): 0.43, atom 15 (H): -0.29, atom 16 (H): 0.33, atom 17 (H): 0.33, atom 18 (H): 0.36, atom 19 (H): 0.38, atom 20 (H): -0.30, atom 21 (H): 0.54, atom 22 (H): 0.20, atom 23 (H): 0.37, atom 24 (H): 0.27, atom 25 (C): -0.79, atom 26 (O): -0.17, atom 27 (C): -0.53, atom 28 (C): -1.35, atom 29 (N): 2.02, atom 30 (C): -1.22, atom 31 (C): 0.12, atom 32 (O): 0.37, atom 33 (C): -0.22, atom 34 (H): 0.23, atom 35 (H): 0.24, atom 36 (H): 0.35, atom 37 (H): 0.36, atom 38 (H): 0.09, atom 39 (H): 0.47, atom 40 (H): 0.32, atom 41 (H): -0.52, atom 42 (H): -0.07, atom 43 (H): 0.92, atom 44 (H): 0.08, atom 45 (H): -0.28, atom 46 (H): -0.13, atom 47 (H): 0.21, atom 48 (H): -0.01, atom 49 (C): -0.73, atom 50 (O): -0.31, atom 51 (C): -0.55, atom 52 (C): -0.36, atom 53 (N): -0.49, atom 54 (C): 0.07, atom 55 (C): -0.47, atom 56 (O): -0.08, atom 57 (C): -0.77, atom 58 (H): 0.30, atom 59 (H): 0.26, atom 60 (H): 0.30, atom 61 (H): 0.38, atom 62 (H): 0.26, atom 63 (H): 0.12, atom 64 (H): 0.36, atom 65 (H): 0.45, atom 66 (H): 0.51, atom 67 (H): -0.56, atom 68 (H): 0.40, atom 69 (H): 0.26, atom 70 (H): 0.35, atom 71 (H): 0.32, atom 72 (H): 0.07, atom 73 (C): -1.02, atom 74 (O): 0.00, atom 75 (C): -0.64, atom 76 (C): -0.38, atom 77 (N): 0.86, atom 78 (C): -0.88, atom 79 (C): 0.36, atom 80 (O): -0.48, atom 81 (C): -0.49, atom 82 (H): 0.20, atom 83 (H): 0.34, atom 84 (H): 0.32, atom 85 (H): 0.14, atom 86 (H): 0.82, atom 87 (H): -0.25, atom 88 (H): 0.12, atom 89 (H): -0.69, atom 90 (H): 0.31, atom 91 (H): 0.27, atom 92 (H): -0.28, atom 93 (H): 0.25, atom 94 (H): 0.38, atom 95 (H): 0.04, atom 96 (H): 0.22, atom 97 (C): -0.56, atom 98 (O): -0.36, atom 99 (C): -0.22

***

Density functional theory data (ωB97M-V with the def2-TZVPD basis set) for a 17-piece molecular cluster, C51H136O17 overall at a distorted geometry.

CARTESIAN COORDINATES (ANGSTROEM)
C  2.799  2.201  6.681
C  4.246  2.054  6.430
C  5.018  0.899  7.027
O  4.347  1.972  4.975
H  2.261  1.275  6.559
H  2.437  2.966  6.050
H  2.576  2.454  7.697
H  4.783  2.945  6.746
H  5.117  1.029  8.105
H  6.001  0.925  6.524
H  4.607  -0.110  6.806
H  5.179  2.421  4.764
C  -3.918  -4.164  -4.813
C  -2.801  -3.143  -4.632
C  -3.225  -1.757  -4.934
O  -2.425  -3.149  -3.248
H  -4.278  -4.214  -5.837
H  -4.691  -3.933  -4.112
H  -3.541  -5.176  -4.526
H  -1.963  -3.422  -5.267
H  -2.369  -1.062  -5.089
H  -3.711  -1.376  -4.066
H  -3.786  -1.615  -5.844
H  -1.799  -3.864  -3.086
C  -3.332  -7.620  3.675
C  -3.464  -6.740  2.413
C  -3.084  -5.321  2.616
O  -2.652  -7.320  1.438
H  -3.751  -7.277  4.638
H  -2.274  -7.839  3.658
H  -3.793  -8.577  3.420
H  -4.491  -6.746  2.083
H  -3.575  -4.736  3.392
H  -3.207  -4.739  1.673
H  -2.002  -5.347  2.842
H  -2.805  -8.268  1.330
C  3.035  -2.333  3.170
C  3.585  -0.933  3.028
C  3.745  -0.518  1.612
O  2.761  -0.033  3.748
H  1.954  -2.324  3.113
H  3.296  -2.692  4.157
H  3.291  -3.044  2.374
H  4.527  -0.893  3.598
H  2.697  -0.394  1.237
H  4.199  -1.240  0.951
H  4.273  0.416  1.467
H  3.322  0.711  4.111
C  -5.145  -1.890  -0.961
C  -4.524  -3.166  -0.329
C  -5.132  -4.480  -0.750
O  -3.104  -3.045  -0.579
H  -6.238  -1.921  -0.792
H  -4.942  -1.899  -2.025
H  -4.699  -1.027  -0.402
H  -4.558  -3.047  0.761
H  -4.411  -5.160  -0.295
H  -4.970  -4.581  -1.800
H  -6.178  -4.646  -0.551
H  -2.923  -3.010  -1.528
C  3.245  0.645  -5.129
C  4.413  1.491  -4.688
C  4.056  2.928  -4.605
O  4.828  1.009  -3.394
H  3.514  -0.390  -5.198
H  2.814  1.034  -6.037
H  2.408  0.757  -4.370
H  5.208  1.303  -5.492
H  4.983  3.468  -4.374
H  3.389  3.065  -3.763
H  3.644  3.380  -5.510
H  4.312  1.475  -2.729
C  8.378  -0.354  -1.738
C  7.253  0.250  -0.891
C  7.549  0.398  0.593
O  7.050  1.578  -1.455
H  8.042  -0.426  -2.746
H  8.796  -1.302  -1.365
H  9.223  0.388  -1.811
H  6.357  -0.325  -1.049
H  6.598  0.701  1.093
H  8.273  1.201  0.744
H  7.990  -0.416  1.161
H  6.514  1.478  -2.242
C  -0.639  3.960  3.892
C  0.624  4.632  3.241
C  1.863  3.803  3.100
O  0.306  5.184  1.962
H  -0.584  3.682  4.924
H  -0.790  3.105  3.227
H  -1.423  4.736  3.815
H  0.825  5.467  3.849
H  1.682  2.962  2.431
H  2.056  3.325  4.035
H  2.696  4.417  2.763
H  -0.539  4.864  1.628
C  4.879  -3.231  -1.780
C  3.942  -2.649  -2.806
C  2.814  -1.810  -2.288
O  4.632  -1.877  -3.752
H  5.692  -3.776  -2.243
H  4.407  -3.914  -1.036
H  5.294  -2.329  -1.308
H  3.508  -3.409  -3.459
H  2.108  -2.252  -1.530
H  2.122  -1.524  -3.143
H  3.229  -0.874  -1.893
H  5.040  -1.114  -3.302
C  -5.945  3.047  -3.960
C  -6.814  2.301  -3.019
C  -6.606  2.557  -1.518
O  -8.150  2.569  -3.303
H  -6.300  4.065  -4.167
H  -6.017  2.590  -4.964
H  -4.850  3.058  -3.707
H  -6.789  1.218  -3.280
H  -7.387  1.940  -1.030
H  -6.830  3.572  -1.207
H  -5.615  2.223  -1.142
H  -8.645  1.937  -2.774
C  -2.920  3.155  -6.945
C  -1.875  2.205  -6.400
C  -2.016  1.867  -4.943
O  -1.948  0.937  -6.989
H  -3.935  2.816  -6.713
H  -2.806  3.361  -7.996
H  -2.843  4.103  -6.414
H  -0.869  2.571  -6.498
H  -1.901  2.719  -4.271
H  -1.260  1.127  -4.615
H  -2.979  1.365  -4.815
H  -2.032  1.050  -7.953
C  -4.520  2.413  3.015
C  -3.716  1.311  2.343
C  -4.422  -0.068  2.435
O  -3.473  1.665  0.953
H  -4.051  3.390  2.809
H  -4.487  2.291  4.082
H  -5.550  2.356  2.744
H  -2.734  1.213  2.859
H  -5.370  0.026  1.829
H  -4.660  -0.450  3.442
H  -3.826  -0.820  1.880
H  -2.935  0.909  0.638
C  4.458  4.747  -1.037
C  3.616  3.596  -0.568
C  2.166  3.497  -1.107
O  4.162  2.316  -1.067
H  5.523  4.596  -0.821
H  4.185  5.706  -0.616
H  4.449  4.871  -2.105
H  3.525  3.562  0.529
H  2.115  3.861  -2.159
H  1.458  4.143  -0.536
H  1.803  2.499  -0.940
H  5.124  2.442  -0.991
C  0.391  -3.672  1.293
C  0.641  -5.037  0.722
C  2.133  -5.330  0.436
O  0.237  -6.073  1.676
H  -0.660  -3.334  1.259
H  0.995  -2.866  0.857
H  0.710  -3.641  2.350
H  0.034  -5.174  -0.175
H  2.617  -4.621  -0.215
H  2.248  -6.272  -0.093
H  2.660  -5.322  1.383
H  -0.648  -6.388  1.512
C  -2.617  3.986  -1.589
C  -2.555  4.767  -0.265
C  -3.931  5.261  0.220
O  -1.884  4.028  0.708
H  -3.276  3.077  -1.493
H  -1.680  3.523  -1.873
H  -2.999  4.614  -2.357
H  -2.034  5.711  -0.305
H  -4.636  4.406  0.297
H  -4.343  6.087  -0.401
H  -3.846  5.745  1.258
H  -2.311  3.159  0.883
C  -0.951  -0.030  -1.767
C  -0.681  -0.531  -0.349
C  0.184  0.452  0.432
O  -1.917  -0.667  0.394
H  -0.040  0.119  -2.409
H  -1.549  0.953  -1.722
H  -1.749  -0.635  -2.240
H  -0.177  -1.495  -0.334
H  -0.370  1.397  0.486
H  1.111  0.761  -0.070
H  0.274  0.222  1.531
H  -2.259  -1.527  0.000
C  -0.313  0.332  5.791
C  0.012  -1.091  5.943
C  -0.646  -2.070  4.956
O  1.388  -1.277  6.000
H  0.097  0.816  4.875
H  0.066  0.880  6.624
H  -1.370  0.487  5.796
H  -0.306  -1.372  6.957
H  -1.736  -2.070  4.911
H  -0.354  -3.062  5.221
H  -0.157  -1.860  4.008
H  1.814  -0.980  5.154

## Properties
HOMO-LUMO gap ... 9.653 eV
Highest occupied orbital energy ... -9.3 eV
Energy relative to the best compared isomer or geometry (same formula, charge and spin) ... 210.3 kJ/mol
DFT total energy ... -89898.54147 eV

Atom charges from the Mulliken analysis, given in e for atoms 1 to 99: atom 1 (C): -1.08, atom 2 (C): 0.51, atom 3 (C): -1.40, atom 4 (O): -0.52, atom 5 (H): -0.06, atom 6 (H): 0.27, atom 7 (H): 0.54, atom 8 (H): 0.45, atom 9 (H): 0.42, atom 10 (H): 0.36, atom 11 (H): 0.17, atom 12 (H): 0.24, atom 13 (C): -1.41, atom 14 (C): 0.38, atom 15 (C): -0.96, atom 16 (O): -0.31, atom 17 (H): 0.45, atom 18 (H): 0.19, atom 19 (H): 0.36, atom 20 (H): 0.35, atom 21 (H): 0.13, atom 22 (H): 0.02, atom 23 (H): 0.52, atom 24 (H): 0.11, atom 25 (C): -1.43, atom 26 (C): 0.57, atom 27 (C): -0.84, atom 28 (O): -0.58, atom 29 (H): 0.34, atom 30 (H): 0.35, atom 31 (H): 0.39, atom 32 (H): 0.28, atom 33 (H): 0.53, atom 34 (H): -0.07, atom 35 (H): 0.17, atom 36 (H): 0.31, atom 37 (C): -0.84, atom 38 (C): 0.68, atom 39 (C): -0.58, atom 40 (O): 0.62, atom 41 (H): -0.53, atom 42 (H): 0.46, atom 43 (H): 0.38, atom 44 (H): 0.29, atom 45 (H): -0.42, atom 46 (H): 0.46, atom 47 (H): 0.09, atom 48 (H): -0.29, atom 49 (C): -0.74, atom 50 (C): 0.33, atom 51 (C): -1.35, atom 52 (O): -0.10, atom 53 (H): 0.53, atom 54 (H): -0.02, atom 55 (H): -0.06, atom 56 (H): 0.50, atom 57 (H): 0.21, atom 58 (H): 0.15, atom 59 (H): 0.40, atom 60 (H): 0.08, atom 61 (C): -1.04, atom 62 (C): 0.65, atom 63 (C): -1.08, atom 64 (O): 0.27, atom 65 (H): 0.32, atom 66 (H): 0.55, atom 67 (H): -0.10, atom 68 (H): 0.27, atom 69 (H): 0.29, atom 70 (H): -0.09, atom 71 (H): 0.49, atom 72 (H): -0.11, atom 73 (C): -1.51, atom 74 (C): 1.92, atom 75 (C): -1.26, atom 76 (O): -0.65, atom 77 (H): 0.38, atom 78 (H): 0.36, atom 79 (H): 0.33, atom 80 (H): -0.67, atom 81 (H): 0.10, atom 82 (H): 0.34, atom 83 (H): 0.39, atom 84 (H): 0.21, atom 85 (C): -1.00, atom 86 (C): 0.27, atom 87 (C): 0.85, atom 88 (O): -0.64, atom 89 (H): 0.53, atom 90 (H): -0.13, atom 91 (H): 0.32, atom 92 (H): 0.32, atom 93 (H): -0.54, atom 94 (H): -0.94, atom 95 (H): 0.50, atom 96 (H): 0.24, atom 97 (C): -0.40, atom 98 (C): -0.18, atom 99 (C): 0.54